(1)
Molecular formula: C22H20FeN5O2
Method: DFT, ωB97M-V/def2-TZVPD

The expectation value of S² is 8.782. Its total charge is 0. The energy above the lowest of the compared OMol25 structures with the same formula, charge and spin is 0.381 eV. As for the spin multiplicity: 6. For the highest occupied orbital energy (spin up / spin down), the calculation gives -7.34 / -7.29 eV.

Last column: Mulliken charge in e.
CARTESIAN COORDINATES (ANGSTROEM)
Fe (0.247, 0.789, 0.605)  0.982
C (2.590, 1.565, 4.202)  -1.371
C (1.795, 0.734, 3.181)  0.905
O (1.618, 1.264, 2.022)  -0.466
C (1.331, -0.497, 3.648)  -0.749
C (0.524, -1.395, 2.901)  0.533
C (0.323, -2.805, 3.405)  -1.084
N (-0.163, -1.027, 1.761)  0.322
N (-1.064, -1.873, 1.279)  -0.690
C (-1.567, -1.491, 0.119)  0.472
O (-1.081, -0.432, -0.514)  -0.688
C (-2.680, -2.307, -0.482)  -0.044
C (-3.191, -2.056, -1.787)  -0.406
C (-3.642, -3.190, -2.458)  -0.518
C (-3.904, -4.395, -1.745)  -0.232
C (-3.676, -4.501, -0.399)  -0.737
C (-3.066, -3.428, 0.260)  0.014
H (3.640, 1.428, 3.908)  0.331
H (2.544, 1.003, 5.166)  0.320
H (2.387, 2.631, 4.254)  0.334
H (1.704, -0.815, 4.618)  0.283
H (1.333, -3.306, 3.498)  0.306
H (-0.232, -3.453, 2.616)  0.277
H (-0.095, -2.851, 4.461)  0.294
H (-3.078, -1.087, -2.256)  0.379
H (-3.902, -3.173, -3.483)  0.378
H (-4.510, -5.125, -2.324)  0.302
H (-3.829, -5.427, 0.138)  0.353
H (-2.877, -3.463, 1.337)  0.408
N (1.926, 0.105, -0.696)  -0.249
C (1.917, 0.968, -1.835)  0.465
C (2.294, 0.519, -3.066)  -0.518
C (2.342, 1.363, -4.177)  -0.785
C (1.701, 2.596, -4.059)  -0.663
C (1.198, 3.067, -2.838)  0.146
C (0.605, 4.323, -2.599)  -0.415
C (0.013, 4.634, -1.370)  -0.898
C (0.249, 3.773, -0.319)  -0.246
N (0.744, 2.513, -0.467)  0.214
C (1.306, 2.219, -1.684)  0.450
H (2.660, 0.359, -0.121)  0.265
H (2.059, -0.850, -1.006)  0.287
H (2.563, -0.519, -3.085)  0.330
H (2.823, 1.091, -5.117)  0.375
H (1.494, 3.107, -4.986)  0.390
H (0.614, 5.061, -3.393)  0.436
H (-0.690, 5.484, -1.266)  0.378
H (-0.038, 4.066, 0.707)  0.564
N (-2.041, 2.712, 1.996)  -0.756
C (-1.221, 2.090, 1.449)  0.025

(2)
Molecular formula: C35H40CuGe3N2O
Method: DFT, ωB97M-V/def2-TZVPD

Its total charge is +3. The energy above the lowest of the compared OMol25 structures with the same formula, charge and spin is 0.000 eV. For the highest occupied orbital energy, the calculation gives -16.63 eV.

Last column: Mulliken charge in e.
CARTESIAN COORDINATES (ANGSTROEM)
Cu (0.271, -0.121, -1.245)  -0.880
C (-1.040, -3.395, -3.977)  -0.991
C (-0.548, -2.987, -2.636)  0.534
O (-1.279, -2.330, -1.805)  -0.063
N (0.652, -3.356, -2.240)  0.033
C (1.235, -3.050, -0.928)  -1.189
C (2.395, -2.089, -1.043)  0.941
C (3.700, -2.541, -1.114)  -0.676
C (4.735, -1.627, -1.270)  -0.410
C (4.430, -0.278, -1.343)  -0.924
C (3.105, 0.103, -1.258)  0.048
N (2.101, -0.778, -1.111)  0.377
H (-1.693, -2.627, -4.388)  0.177
H (-1.630, -4.308, -3.862)  0.310
H (-0.218, -3.597, -4.661)  0.446
H (1.208, -3.899, -2.889)  0.307
H (1.547, -3.984, -0.464)  0.530
H (0.444, -2.617, -0.318)  0.021
H (3.907, -3.600, -1.040)  0.518
H (5.761, -1.967, -1.330)  0.479
H (5.198, 0.471, -1.471)  0.508
H (2.827, 1.149, -1.314)  0.516
C (4.653, 0.127, 2.383)  -1.047
Ge (3.990, 1.961, 2.527)  0.592
C (4.211, 2.731, 4.297)  -1.102
C (4.582, 3.134, 1.084)  -1.257
Ge (1.524, 1.713, 2.287)  -0.741
C (0.394, 3.119, 1.718)  0.945
C (-1.005, 3.077, 1.850)  -0.135
C (-1.761, 4.198, 1.569)  -0.869
C (-1.136, 5.373, 1.160)  -0.479
C (0.245, 5.436, 1.033)  -0.848
C (1.008, 4.316, 1.309)  -0.224
C (0.663, 0.113, 2.865)  0.374
C (1.251, -0.560, 3.943)  -0.347
C (0.634, -1.674, 4.493)  -0.820
C (-0.548, -2.150, 3.944)  -0.703
C (-1.125, -1.514, 2.848)  -0.386
C (-0.530, -0.384, 2.317)  0.558
H (5.588, 0.119, 1.824)  0.424
H (3.943, -0.541, 1.892)  0.262
H (4.855, -0.265, 3.380)  0.429
H (5.275, 2.917, 4.453)  0.427
H (3.866, 2.050, 5.073)  0.385
H (3.681, 3.678, 4.390)  0.388
H (5.603, 2.867, 0.809)  0.437
H (4.591, 4.169, 1.426)  0.445
H (3.957, 3.071, 0.194)  0.360
H (-1.485, 2.184, 2.230)  0.595
H (-2.836, 4.177, 1.696)  0.471
H (-1.732, 6.253, 0.958)  0.431
H (0.720, 6.360, 0.731)  0.450
H (2.086, 4.373, 1.216)  0.184
H (2.186, -0.211, 4.368)  0.371
H (1.078, -2.175, 5.343)  0.455
H (-1.025, -3.021, 4.372)  0.467
H (-2.050, -1.889, 2.427)  0.194
H (-1.004, 0.116, 1.477)  0.326
Ge (-2.349, -0.744, -1.860)  0.815
C (-3.366, -0.957, -0.267)  0.518
C (-3.841, 0.173, 0.399)  -0.431
C (-4.659, 0.026, 1.507)  -0.700
C (-5.013, -1.246, 1.940)  -0.550
C (-4.553, -2.372, 1.272)  -0.725
C (-3.727, -2.235, 0.167)  -0.150
C (-3.005, -0.478, -3.623)  0.211
C (-2.396, 0.369, -4.549)  -0.128
C (-2.956, 0.521, -5.808)  -0.738
C (-4.120, -0.161, -6.136)  -0.444
C (-4.737, -0.997, -5.213)  -0.763
C (-4.189, -1.153, -3.951)  -0.222
H (-1.159, 0.457, -1.535)  0.382
H (-3.596, 1.168, 0.041)  0.493
H (-5.035, 0.898, 2.025)  0.497
H (-5.663, -1.360, 2.798)  0.444
H (-4.844, -3.358, 1.609)  0.450
H (-3.370, -3.121, -0.343)  0.420
H (-1.491, 0.911, -4.297)  0.284
H (-2.490, 1.176, -6.532)  0.420
H (-4.558, -0.030, -7.117)  0.429
H (-5.651, -1.513, -5.474)  0.449
H (-4.688, -1.793, -3.231)  0.417

(3)
Molecular formula: C6H17N2O3
Method: DFT, ωB97M-V/def2-TZVPD

Its total charge is +1. The energy above the lowest of the compared OMol25 structures with the same formula, charge and spin is 0.053 eV. For the highest occupied orbital energy, the calculation gives -13.44 eV.

Last column: Mulliken charge in e.
CARTESIAN COORDINATES (ANGSTROEM)
C (2.328, -0.944, -1.399)  -1.214
C (1.168, -1.658, -0.692)  -0.135
C (1.087, -1.337, 0.821)  -0.994
C (0.730, 0.103, 1.000)  0.412
C (1.573, 0.997, 1.574)  -0.517
N (0.976, 2.238, 1.464)  -0.033
C (-0.217, 2.089, 0.922)  -0.431
N (-0.421, 0.805, 0.639)  0.466
H (2.138, 0.143, -1.398)  0.307
H (3.186, -0.927, -0.731)  0.333
H (2.395, -1.277, -2.423)  0.373
H (1.422, -2.715, -0.777)  0.359
H (0.163, -1.488, -1.060)  0.165
H (1.946, -1.679, 1.395)  0.479
H (0.314, -1.965, 1.282)  0.309
H (2.548, 0.844, 1.996)  0.442
H (1.308, 3.092, 1.887)  0.238
H (-0.961, 2.823, 0.689)  0.457
H (-0.976, 0.312, -0.095)  0.087
H (-1.111, 1.215, -2.796)  0.322
H (-2.652, 1.202, -2.869)  0.299
O (-1.906, 1.092, -2.266)  -0.625
H (-3.048, -0.004, 1.146)  0.286
H (-2.358, 0.586, 2.446)  0.285
O (-2.693, -0.204, 2.012)  -0.617
H (-2.806, -1.373, -0.398)  0.254
H (-2.152, -0.996, -1.659)  0.292
O (-1.982, -0.977, -0.707)  -0.598

(4)
Molecular formula: C16H22N3O4
Method: DFT, ωB97M-V/def2-TZVPD

Its SMILES is CCn1c(=O)c(C(=O)NCC[NH2+]CCO)c(O)c2ccccc21. Its total charge is +1. For the highest occupied orbital energy, the calculation gives -11.62 eV.

Last column: Mulliken charge in e.
CARTESIAN COORDINATES (ANGSTROEM)
C (-1.488, 1.025, -3.304)  -1.066
H (-2.111, 1.882, -3.061)  0.372
H (-1.922, 0.143, -2.839)  0.312
H (-1.492, 0.885, -4.381)  0.379
C (-0.056, 1.225, -2.822)  -0.912
N (0.002, 1.416, -1.376)  0.139
C (0.376, 0.344, -0.623)  0.957
O (0.631, -0.752, -1.187)  -1.105
C (0.419, 0.501, 0.799)  0.424
C (-0.107, 1.627, 1.411)  0.597
C (-0.467, 2.745, 0.590)  0.482
C (-0.891, 3.949, 1.171)  -0.724
C (-1.202, 5.029, 0.384)  -0.693
C (-1.091, 4.918, -1.001)  -0.802
C (-0.689, 3.741, -1.592)  -0.650
C (-0.371, 2.622, -0.813)  0.520
H (-0.622, 3.706, -2.666)  0.303
H (-1.326, 5.766, -1.625)  0.423
H (-1.525, 5.956, 0.829)  0.425
H (-0.954, 3.998, 2.246)  0.477
O (-0.265, 1.720, 2.714)  -0.592
H (-0.072, 0.849, 3.137)  0.378
C (0.891, -0.613, 1.642)  0.235
N (1.917, -1.336, 1.125)  -0.219
C (2.149, -2.705, 1.503)  -0.961
H (3.198, -2.872, 1.759)  0.378
C (1.748, -3.618, 0.335)  -0.554
N (0.447, -3.184, -0.214)  0.395
H (0.534, -2.145, -0.558)  -0.006
C (-0.084, -4.017, -1.310)  -0.537
H (0.715, -4.293, -1.997)  0.359
C (-0.762, -5.257, -0.719)  -0.482
H (-1.374, -5.735, -1.489)  0.397
O (-1.547, -4.794, 0.361)  -0.523
H (-2.141, -5.487, 0.664)  0.333
H (-0.018, -5.984, -0.368)  0.332
H (-0.826, -3.424, -1.846)  0.295
H (-0.270, -3.224, 0.526)  0.472
H (2.487, -3.547, -0.467)  0.386
H (1.691, -4.652, 0.676)  0.365
H (1.537, -2.896, 2.389)  0.377
H (2.342, -1.020, 0.266)  0.315
O (0.405, -0.862, 2.738)  -0.787
H (0.532, 0.333, -3.044)  0.326
H (0.415, 2.076, -3.315)  0.461

(5)
Molecular formula: C10H17Cl2FO2V
Method: DFT, ωB97M-V/def2-TZVPD

The expectation value of S² is 0.852. Its total charge is -2. The energy above the lowest of the compared OMol25 structures with the same formula, charge and spin is 0.579 eV. As for the spin multiplicity: 2. For the highest occupied orbital energy (spin up / spin down), the calculation gives 1.15 / 1.02 eV.

Last column: Mulliken charge in e.
CARTESIAN COORDINATES (ANGSTROEM)
C (0.346, -1.242, -0.624)  0.564
C (1.203, -0.102, -0.835)  0.634
C (0.388, 1.065, -0.804)  0.707
C (2.652, -0.151, -1.128)  -1.545
C (-0.966, 0.650, -0.716)  0.466
C (-0.989, -0.768, -0.550)  0.757
C (-2.199, -1.614, -0.533)  -1.780
C (0.763, -2.665, -0.596)  -1.749
C (0.818, 2.454, -0.967)  -1.676
C (-2.148, 1.508, -0.795)  -1.945
V (0.577, 0.222, 2.522)  0.970
Cl (1.936, 1.855, 2.130)  -0.469
Cl (2.230, -1.321, 2.161)  -0.489
O (-0.739, 1.392, 1.880)  -0.347
H (3.000, -1.192, -1.097)  0.351
H (3.244, 0.442, -0.414)  0.226
H (2.816, 0.239, -2.144)  0.315
H (1.784, 2.646, -0.517)  0.330
H (0.118, 3.135, -0.492)  0.366
H (0.873, 2.723, -2.022)  0.279
H (-1.947, 2.519, -0.449)  0.401
H (-2.997, 1.097, -0.244)  0.384
H (-2.430, 1.570, -1.847)  0.276
H (-3.055, -1.086, -0.095)  0.362
H (-2.006, -2.545, 0.016)  0.355
H (-2.458, -1.875, -1.573)  0.253
H (1.802, -2.762, -0.250)  0.397
H (0.679, -3.077, -1.617)  0.228
H (0.111, -3.239, 0.080)  0.340
H (-1.385, 1.836, 2.449)  0.030
O (-0.707, -1.235, 2.211)  -0.659
H (-1.541, -0.910, 2.609)  0.245
F (0.225, 0.431, 4.252)  -0.575

(6)
Molecular formula: C24H28Cl3KN4O2Si
Method: DFT, ωB97M-V/def2-TZVPD

Its total charge is 0. The energy above the lowest of the compared OMol25 structures with the same formula, charge and spin is 0.003 eV. For the highest occupied orbital energy, the calculation gives -7.11 eV.

Last column: Mulliken charge in e.
CARTESIAN COORDINATES (ANGSTROEM)
K (-0.251, 0.804, -0.197)  0.962
C (4.508, 5.197, 0.844)  -1.558
C (3.779, 4.084, 0.141)  0.551
C (4.157, 2.778, 0.246)  -0.707
C (3.461, 1.742, -0.428)  0.398
C (3.743, 0.409, -0.095)  -0.531
N (3.150, -0.620, -0.649)  -0.166
C (3.040, -1.932, -0.022)  -1.240
C (1.961, -1.859, 1.061)  1.257
C (1.185, -3.120, 1.432)  -1.418
N (0.870, -4.080, 0.360)  0.028
C (-0.326, -4.506, -0.036)  -0.505
C (-1.572, -3.893, -0.063)  0.607
C (-2.710, -4.751, -0.202)  -0.692
C (-3.975, -4.266, -0.240)  0.286
C (-5.188, -5.152, -0.317)  -1.602
C (-4.134, -2.851, -0.219)  -0.441
C (-3.106, -1.954, -0.213)  0.483
C (-3.491, -0.535, -0.339)  -0.115
N (-2.826, 0.429, -0.821)  -0.252
C (-3.553, 1.694, -0.947)  -0.598
C (-2.730, 2.977, -0.770)  -0.885
C (-1.814, 3.401, -1.935)  -0.621
N (-0.462, 2.934, -1.714)  0.013
C (0.491, 3.765, -1.663)  -0.765
C (1.847, 3.399, -1.222)  1.172
C (2.595, 4.355, -0.585)  -0.646
C (2.324, 2.031, -1.270)  0.325
O (1.747, 1.125, -1.942)  -0.968
C (-1.734, -2.445, -0.114)  -0.183
O (-0.746, -1.701, -0.130)  -0.545
H (5.309, 4.802, 1.468)  0.362
H (3.831, 5.760, 1.489)  0.349
H (4.949, 5.898, 0.133)  0.338
H (4.990, 2.505, 0.885)  0.261
H (4.439, 0.203, 0.713)  0.432
H (2.467, -0.334, -1.370)  0.485
H (4.013, -2.220, 0.381)  0.296
H (2.775, -2.640, -0.807)  0.483
H (1.241, -1.117, 0.745)  -0.681
H (2.393, -1.465, 1.981)  0.352
H (0.256, -2.803, 1.899)  0.318
H (1.744, -3.698, 2.172)  0.587
H (1.602, -4.753, 0.202)  0.344
H (-0.304, -5.529, -0.407)  0.380
H (-2.541, -5.823, -0.232)  0.314
H (-4.903, -6.200, -0.398)  0.366
H (-5.804, -4.902, -1.183)  0.357
H (-5.814, -5.043, 0.572)  0.334
H (-5.150, -2.465, -0.255)  0.414
H (-4.533, -0.361, -0.026)  0.238
H (-4.379, 1.719, -0.226)  0.460
H (-3.996, 1.714, -1.948)  0.303
H (-2.136, 2.939, 0.150)  0.274
H (-3.454, 3.777, -0.602)  0.417
H (-1.840, 4.494, -2.046)  0.437
H (-2.187, 2.964, -2.865)  0.332
H (0.307, 4.837, -1.833)  0.259
H (2.223, 5.377, -0.582)  0.353
Cl (2.930, 0.911, 3.162)  -0.364
Si (0.882, 1.677, 2.868)  0.222
Cl (-0.194, -0.240, 3.218)  -0.337
Cl (0.645, 2.556, 4.792)  -0.331

(7)
Molecular formula: C12H17BrF6N5O5RhS2
Method: DFT, ωB97M-V/def2-TZVPD

The expectation value of S² is 6.009. Its total charge is +2. The energy above the lowest of the compared OMol25 structures with the same formula, charge and spin is 0.000 eV. As for the spin multiplicity: 5. For the highest occupied orbital energy (spin up / spin down), the calculation gives -16.27 / -16.22 eV.

Last column: Mulliken charge in e.
CARTESIAN COORDINATES (ANGSTROEM)
Rh (-0.003, -0.755, 0.256)  0.542
O (-2.059, -0.822, -5.671)  -0.481
C (-1.522, -0.824, -4.464)  0.879
C (-0.251, -0.313, -4.165)  -0.638
C (0.198, -0.372, -2.870)  -0.869
N (-0.532, -0.903, -1.872)  0.244
C (-1.737, -1.389, -2.179)  0.112
Br (-2.672, -2.162, -0.724)  -0.007
C (-2.289, -1.385, -3.430)  -0.529
H (-1.475, -0.434, -6.337)  0.336
H (0.373, 0.124, -4.931)  0.386
H (1.171, 0.012, -2.596)  0.540
H (-3.265, -1.800, -3.632)  0.512
N (-0.525, -1.784, 2.172)  -0.363
C (-0.411, -3.259, 2.146)  -0.619
C (0.839, -3.595, 1.357)  -0.483
N (0.714, -2.930, 0.046)  -0.351
H (0.157, -1.400, 2.828)  0.270
H (-1.438, -1.477, 2.501)  0.287
H (-1.298, -3.653, 1.648)  0.296
H (-0.383, -3.661, 3.159)  0.406
H (0.968, -4.672, 1.245)  0.413
H (1.729, -3.191, 1.845)  0.325
H (0.070, -3.427, -0.565)  0.284
H (1.607, -2.857, -0.433)  0.293
C (-2.338, 4.009, -0.509)  -1.137
C (-2.736, 3.110, 0.659)  -0.358
C (-2.119, 1.795, 0.581)  0.131
N (-1.635, 0.754, 0.525)  -0.034
H (-2.827, 4.972, -0.384)  0.347
H (-2.658, 3.588, -1.460)  0.364
H (-1.263, 4.169, -0.523)  0.328
H (-3.816, 2.937, 0.696)  0.395
H (-2.432, 3.529, 1.621)  0.270
F (4.961, 1.070, 1.195)  -0.143
C (4.211, 0.924, 0.138)  0.535
F (3.938, 2.076, -0.435)  -0.178
F (4.762, 0.095, -0.727)  -0.162
S (2.593, 0.093, 0.668)  1.706
O (2.149, -0.671, -0.529)  -0.638
O (2.869, -0.664, 1.844)  -0.618
N (1.305, 1.059, 0.763)  -0.367
S (1.341, 2.307, 1.868)  0.832
O (0.304, 3.198, 1.479)  -0.549
O (2.702, 2.662, 2.041)  -0.599
C (0.795, 1.608, 3.504)  0.709
F (0.455, 2.607, 4.284)  -0.188
F (1.754, 0.890, 4.051)  -0.190
F (-0.281, 0.817, 3.317)  -0.245

(8)
Molecular formula: C4H8N2S
Method: DFT, ωB97M-V/def2-TZVPD

Its SMILES is S/N=C/N1CCC1. Its total charge is 0. The energy above the lowest of the compared OMol25 structures with the same formula, charge and spin is 2.191 eV. For the highest occupied orbital energy, the calculation gives -7.85 eV.

Last column: Mulliken charge in e.
CARTESIAN COORDINATES (ANGSTROEM)
C (0.558, -0.319, -1.212)  0.027
C (-1.380, -0.706, 0.360)  -0.493
C (-1.300, 0.255, 1.549)  -0.430
C (-0.080, 0.897, 0.871)  -0.515
H (3.814, 0.227, -2.108)  0.133
H (0.204, -1.133, -1.883)  0.330
H (-2.359, -0.763, -0.180)  0.252
H (-1.046, -1.734, 0.570)  0.280
H (-2.165, 0.936, 1.623)  0.223
H (-1.128, -0.207, 2.511)  0.244
H (-0.097, 1.973, 0.716)  0.279
H (0.903, 0.637, 1.308)  0.262
N (1.722, 0.206, -1.272)  -0.444
N (-0.378, 0.106, -0.325)  0.030
S (2.732, -0.376, -2.528)  -0.178